{
  "formula": "C3H7N3",
  "method": "the ωB97M-V functional and the def2-TZVPD basis",
  "elements": ["N", "N", "C", "N", "C", "C", "H", "H", "H", "H", "H", "H", "H"],
  "xyz": [[-1.892506, -0.089663, -0.876250], [-0.614531, -0.303430, -0.344904], [-0.637989, -0.992553, 0.811694], [0.587083, -0.974357, 1.327707], [1.430489, 0.080775, 0.795952], [0.727187, 0.438532, -0.401035], [-1.918263, 0.958969, -1.220214], [-1.755503, -0.386041, -1.927661], [-1.661234, -1.220335, 1.250546], [2.592206, -0.138687, 0.719006], [1.248276, 0.948832, 1.474687], [0.409173, 1.493111, -0.227298], [1.485613, 0.184847, -1.382231]],
  "forces_ev_per_angstrom": [[1.08, 3.17, -5.63], [0.26, -0.28, 0.31], [3.95, 1.49, 1.17], [-2.46, -2.34, 2.92], [1.01, -0.80, 2.31], [-0.68, 1.35, -5.29], [-0.31, -1.73, 1.73], [-0.83, -0.30, 2.23], [1.85, -0.65, -0.57], [-2.61, 0.19, 0.14], [1.00, -0.74, 0.19], [0.58, -0.32, -1.62], [-2.84, 0.96, 2.11]],
  "lowdin_charge": [0.014, -0.245, -0.183, -0.022, -0.305, -0.171, 0.112, 0.114, 0.148, 0.148, 0.110, 0.110, 0.169],
  "largest_force_ev_per_a": 6.547,
  "total_charge": 0,
  "lumo_energy_ha": 0.0288,
  "smiles": "NN1C=NCC1",
  "gap_ha": 0.3158,
  "total_energy_ha": -282.62682
}



{
  "formula": "C3H7N3",
  "method": "the ωB97M-V functional and the def2-TZVPD basis",
  "elements": ["H", "N", "C", "C", "C", "N", "N", "H", "H", "H", "H", "H", "H"],
  "xyz": [[0.367677, 1.538590, -0.286574], [1.259028, 1.237946, -0.610228], [1.467713, 0.103647, -0.020533], [0.428742, -0.624560, 0.803154], [-0.474229, -1.297403, -0.382418], [-0.905481, -0.187792, 0.532536], [-1.362579, 1.096162, 0.122915], [2.450699, -0.483604, -0.207280], [0.597883, -0.994691, 1.868924], [-0.076553, -1.265968, -1.472138], [-1.032665, -2.226836, -0.269739], [-1.479188, 1.798375, 0.753940], [-1.241042, 1.306137, -0.832564]],
  "forces_ev_per_angstrom": [[-0.46, 0.66, 0.15], [1.96, -2.33, 0.77], [1.66, 0.45, -0.44], [-0.39, 0.03, -1.62], [0.34, 0.83, 1.17], [-0.88, -1.12, -0.49], [-0.13, -3.06, -1.96], [-1.42, 1.10, 0.27], [0.04, 0.16, -1.82], [-0.54, 0.95, 2.05], [0.10, 0.23, 0.51], [-0.32, 1.68, 2.23], [0.04, 0.42, -0.80]],
  "lowdin_charge": [-0.030, 0.090, -0.236, -0.223, -0.042, -0.169, 0.023, 0.118, 0.144, 0.128, 0.075, 0.052, 0.070],
  "largest_force_ev_per_a": 3.642,
  "total_charge": 0,
  "lumo_energy_ha": 0.0416,
  "smiles": "[H]/N=C\\[C@@H]1CN1N",
  "gap_ha": 0.3437,
  "total_energy_ha": -282.61237
}



{
  "formula": "C3H7N3",
  "method": "the ωB97M-V functional and the def2-TZVPD basis",
  "elements": ["H", "N", "C", "N", "N", "C", "C", "H", "H", "H", "H", "H", "H"],
  "xyz": [[3.335596, -1.055551, 2.137662], [2.884241, -1.152890, 1.233743], [1.798313, -0.527200, 1.194139], [1.040609, -0.390710, 0.056099], [-0.142235, 0.191577, 0.149254], [-0.891676, 0.218829, -0.890794], [-2.274072, 0.807863, -0.818166], [1.302034, -0.056139, 2.060258], [1.385245, -0.751133, -0.842724], [-0.562215, -0.191583, -1.828674], [-2.255880, 1.867595, -0.467856], [-2.914300, 0.241696, -0.170586], [-2.705658, 0.797647, -1.812354]],
  "forces_ev_per_angstrom": [[-0.20, -0.19, -0.01], [0.95, -0.19, -0.37], [-0.94, 0.49, 0.62], [1.56, -0.72, -0.41], [-1.85, 0.38, -0.76], [0.03, 0.43, 1.39], [0.63, 1.04, -0.28], [0.16, 0.00, -0.39], [-0.12, 0.10, 0.60], [0.26, -0.30, -0.48], [0.02, -0.80, -0.18], [-0.31, -0.31, 0.43], [-0.18, 0.06, -0.14]],
  "lowdin_charge": [0.034, 0.061, -0.324, -0.059, 0.001, -0.207, -0.089, 0.124, 0.153, 0.099, 0.086, 0.060, 0.060],
  "largest_force_ev_per_a": 2.040,
  "total_charge": 0,
  "lumo_energy_ha": 0.0409,
  "smiles": "[H]/N=C/N/N=C/C",
  "gap_ha": 0.3550,
  "total_energy_ha": -282.72814
}



{
  "formula": "C3H7N3",
  "method": "the ωB97M-V functional and the def2-TZVPD basis",
  "elements": ["H", "N", "C", "N", "C", "N", "C", "H", "H", "H", "H", "H", "H"],
  "xyz": [[-0.820483, 2.135853, 0.356385], [-1.028451, 1.955342, -0.634214], [-0.671980, 0.792722, -0.911483], [0.009357, -0.150250, -0.222901], [0.171985, -1.470872, -0.911845], [0.532524, 0.204327, 0.967432], [0.854244, -0.796106, 1.742377], [-0.890758, 0.313693, -1.891960], [-0.559057, -2.241800, -0.460063], [1.329659, -1.706348, -0.687367], [0.063153, -1.279245, -2.019388], [1.329282, -0.555476, 2.768816], [0.828688, -1.887083, 1.647047]],
  "forces_ev_per_angstrom": [[0.14, 0.24, -0.34], [-0.41, 0.81, 1.00], [-0.40, -0.76, -2.35], [0.13, -1.09, -0.67], [1.98, 0.25, 1.58], [0.19, -3.01, 1.52], [1.36, 1.73, 2.01], [-0.23, 1.08, 0.26], [1.36, 0.96, -1.00], [-2.68, -0.18, -0.60], [-0.08, -0.57, 1.43], [-0.88, 0.15, -1.87], [-0.48, 0.40, -0.96]],
  "lowdin_charge": [0.038, 0.093, -0.350, -0.251, -0.050, 0.017, -0.054, 0.108, 0.105, 0.124, 0.082, 0.083, 0.055],
  "largest_force_ev_per_a": 3.381,
  "total_charge": 0,
  "lumo_energy_ha": 0.0292,
  "smiles": "[H]/N=C\\N(C)N=C",
  "gap_ha": 0.3502,
  "total_energy_ha": -282.68317
}



{
  "formula": "C3H7N3",
  "method": "the ωB97M-V functional and the def2-TZVPD basis",
  "elements": ["H", "N", "C", "N", "N", "C", "C", "H", "H", "H", "H", "H", "H"],
  "xyz": [[2.458896, -1.409457, -0.394259], [2.403141, -0.400863, -0.207467], [1.182690, -0.062777, -0.028797], [0.924584, 1.286956, 0.092638], [0.101761, -0.917703, 0.062761], [-1.275238, -0.680187, 0.077718], [-1.924251, 0.431313, -0.260747], [0.163235, 1.559334, 0.706161], [1.784216, 1.830310, 0.169375], [0.421337, -1.854936, 0.237745], [-1.835951, -1.553246, 0.376199], [-3.013472, 0.475231, -0.189570], [-1.390948, 1.296030, -0.641751]],
  "forces_ev_per_angstrom": [[0.16, 0.40, 0.05], [-0.25, -1.07, -0.16], [0.54, 1.21, 0.06], [-0.23, 0.33, 0.17], [0.08, -0.42, 0.11], [0.15, 0.13, -0.13], [-0.12, 0.23, -0.08], [0.33, -0.05, -0.16], [-0.51, -0.32, 0.04], [-0.39, -0.12, -0.05], [0.01, -0.11, 0.13], [0.48, -0.11, -0.04], [-0.26, -0.09, 0.05]],
  "lowdin_charge": [0.036, 0.089, -0.577, 0.108, 0.049, -0.205, -0.016, 0.083, 0.103, 0.131, 0.104, 0.053, 0.042],
  "largest_force_ev_per_a": 1.326,
  "total_charge": 0,
  "lumo_energy_ha": 0.0307,
  "smiles": "[H]/N=C(/N)NC=C",
  "gap_ha": 0.3440,
  "total_energy_ha": -282.76319
}



{
  "formula": "C3H7N3",
  "method": "the ωB97M-V functional and the def2-TZVPD basis",
  "elements": ["C", "C", "N", "C", "N", "N", "H", "H", "H", "H", "H", "H", "H"],
  "xyz": [[-1.391263, -0.484129, -0.199601], [-0.578202, 1.083014, 0.681669], [2.316047, -0.818011, -0.268456], [0.350016, 0.031169, 0.405097], [1.335390, 0.200852, -0.464912], [-1.063409, 2.183425, 0.636419], [3.231006, -0.387120, -0.178515], [2.323199, -1.449199, -1.065548], [-1.984119, 2.408962, 0.263991], [0.440963, -0.709310, 1.212473], [-1.771459, 0.035988, -1.075276], [-1.065577, -1.467491, -0.527940], [-2.142592, -0.628151, 0.580601]],
  "forces_ev_per_angstrom": [[-1.23, 0.22, 0.02], [0.40, -1.46, -2.45], [-0.18, -0.95, 0.25], [1.80, 0.94, 1.51], [-0.80, 0.53, 0.26], [-0.29, 0.22, 0.78], [-0.25, 0.04, -0.24], [0.23, 0.27, -0.03], [0.12, -0.27, -0.01], [-0.02, 0.11, -0.23], [-0.05, 0.20, 0.07], [0.45, 0.09, 0.20], [-0.18, 0.04, -0.13]],
  "lowdin_charge": [-0.020, -0.148, -0.081, -0.367, -0.125, 0.219, 0.054, 0.050, 0.100, 0.134, 0.060, 0.064, 0.059],
  "largest_force_ev_per_a": 2.878,
  "total_charge": 0,
  "lumo_energy_ha": 0.0181,
  "gap_ha": 0.2923,
  "total_energy_ha": -282.57428
}



{
  "formula": "C3H7N3",
  "method": "the ωB97M-V functional and the def2-TZVPD basis",
  "elements": ["C", "C", "C", "N", "N", "N", "H", "H", "H", "H", "H", "H", "H"],
  "xyz": [[2.426314, -0.335473, -0.038473], [1.196234, -0.677731, -0.715310], [0.018936, 0.166328, -0.199305], [3.448406, -0.009349, 0.345767], [0.022668, 1.471244, -0.495987], [-1.274577, -0.362083, -0.119618], [1.287725, -0.496729, -1.896149], [0.883136, -1.673188, -0.394500], [0.733642, 0.511186, 1.792728], [0.864876, 1.852475, -0.751985], [-0.436216, 2.180333, -0.014036], [-1.484442, -1.339892, 0.053857], [-1.943546, 0.400166, 0.256384]],
  "forces_ev_per_angstrom": [[-0.37, 0.19, -0.66], [-1.70, 0.59, -1.19], [-0.58, -0.41, 2.76], [0.93, 0.14, 0.37], [-0.49, 0.03, -1.87], [-0.18, 2.12, 0.28], [-0.16, -0.80, 2.48], [0.45, -0.31, -0.73], [-0.64, -0.82, -1.48], [2.57, 0.59, -0.72], [-1.46, 0.49, 1.30], [0.33, 0.58, 0.36], [1.30, -2.41, -0.89]],
  "lowdin_charge": [-0.325, -0.154, -0.538, 0.153, 0.087, 0.083, 0.179, 0.111, -0.003, 0.073, 0.087, 0.099, 0.148],
  "largest_force_ev_per_a": 2.883,
  "total_charge": 0,
  "lumo_energy_ha": [0.0188, 0.0189],
  "gap_ha": [0.2761, 0.2761],
  "total_energy_ha": -282.62013
}



{
  "formula": "C3H7N3",
  "method": "the ωB97M-V functional and the def2-TZVPD basis",
  "elements": ["C", "N", "N", "C", "C", "N", "H", "H", "H", "H", "H", "H", "H"],
  "xyz": [[-0.585959, 0.033294, 0.196943], [-0.677692, 1.117782, -0.704687], [1.908795, -0.144516, -0.765160], [1.039669, -0.872429, 0.043333], [-1.440803, -0.203065, 1.229006], [-0.183832, -1.271549, -0.287746], [-0.913936, 0.831524, -1.646412], [-1.270329, 1.867349, -0.373716], [2.690928, 0.298444, -0.303404], [1.469971, 0.533187, -1.373754], [1.581695, -1.534624, 0.723592], [-2.402223, 0.291132, 1.287328], [-1.216284, -0.946530, 1.974676]],
  "forces_ev_per_angstrom": [[-3.55, -0.38, -0.61], [0.31, -0.04, 0.36], [-0.43, 0.74, 0.75], [0.94, -2.56, -1.53], [0.39, 1.26, 0.35], [1.97, 0.75, -0.13], [-0.07, -0.12, 0.12], [0.11, -0.01, 0.04], [0.09, -0.19, 0.28], [-0.26, -0.10, -0.16], [0.41, 0.43, 0.48], [0.11, 0.48, 0.29], [-0.02, -0.25, -0.23]],
  "lowdin_charge": [-0.554, 0.084, 0.097, -0.308, 0.073, 0.048, 0.092, 0.082, 0.087, 0.072, 0.120, 0.053, 0.054],
  "largest_force_ev_per_a": 3.622,
  "total_charge": 0,
  "lumo_energy_ha": [0.0216, 0.0216],
  "gap_ha": [0.3178, 0.3177],
  "total_energy_ha": -282.64544
}



Copy entry 2 word for word.
{
  "formula": "C3H7N3",
  "method": "the ωB97M-V functional and the def2-TZVPD basis",
  "elements": ["H", "N", "C", "C", "C", "N", "N", "H", "H", "H", "H", "H", "H"],
  "xyz": [[0.367677, 1.538590, -0.286574], [1.259028, 1.237946, -0.610228], [1.467713, 0.103647, -0.020533], [0.428742, -0.624560, 0.803154], [-0.474229, -1.297403, -0.382418], [-0.905481, -0.187792, 0.532536], [-1.362579, 1.096162, 0.122915], [2.450699, -0.483604, -0.207280], [0.597883, -0.994691, 1.868924], [-0.076553, -1.265968, -1.472138], [-1.032665, -2.226836, -0.269739], [-1.479188, 1.798375, 0.753940], [-1.241042, 1.306137, -0.832564]],
  "forces_ev_per_angstrom": [[-0.46, 0.66, 0.15], [1.96, -2.33, 0.77], [1.66, 0.45, -0.44], [-0.39, 0.03, -1.62], [0.34, 0.83, 1.17], [-0.88, -1.12, -0.49], [-0.13, -3.06, -1.96], [-1.42, 1.10, 0.27], [0.04, 0.16, -1.82], [-0.54, 0.95, 2.05], [0.10, 0.23, 0.51], [-0.32, 1.68, 2.23], [0.04, 0.42, -0.80]],
  "lowdin_charge": [-0.030, 0.090, -0.236, -0.223, -0.042, -0.169, 0.023, 0.118, 0.144, 0.128, 0.075, 0.052, 0.070],
  "largest_force_ev_per_a": 3.642,
  "total_charge": 0,
  "lumo_energy_ha": 0.0416,
  "smiles": "[H]/N=C\\[C@@H]1CN1N",
  "gap_ha": 0.3437,
  "total_energy_ha": -282.61237
}